# 1
A molecular structure, C16H26CaN2S4. Source: the Open Molecules 2025 dataset; level of theory: ωB97M-V/def2-TZVPD.

## Properties
lowest unoccupied orbital energy: -0.03 eV
charge: 0
calculated total energy: -3005.26362 Eh
relative energy (zero: lowest compared OMol25 entry of this formula, charge and spin): 0.045 eV
orbital gap: 6.190 eV

```
49
C16H26CaN2S4 (ωB97M-V/def2-TZVPD)
Ca -0.348 0.279 0.159
C -2.212 2.415 2.670
C -2.018 2.416 1.181
C -2.839 1.637 0.370
C -2.680 1.603 -1.019
C -3.591 0.753 -1.863
C -1.674 2.380 -1.595
C -0.854 3.192 -0.812
C 0.157 4.117 -1.438
C -1.022 3.179 0.573
H -3.043 3.072 2.936
H -1.314 2.749 3.184
H -2.442 1.408 3.020
H -3.592 1.015 0.839
H -4.505 1.300 -2.101
H -3.878 -0.155 -1.332
H -3.116 0.469 -2.802
H -1.549 2.371 -2.673
H -0.135 5.155 -1.270
H 0.230 3.968 -2.515
H 1.151 3.999 -1.001
H -0.367 3.778 1.197
C 2.640 -1.334 -0.512
C 2.903 0.172 -0.460
N 1.805 0.973 -1.034
C 1.749 1.057 -2.493
C 1.267 -0.194 -3.228
S -0.246 -0.996 -2.599
C 0.373 -2.645 -2.114
C 0.684 -2.830 -0.623
N 1.296 -1.651 -0.033
H 3.417 -1.838 0.072
H 2.745 -1.704 -1.531
H 3.858 0.392 -0.954
H 2.983 0.465 0.588
H 1.922 1.920 -0.687
H 2.727 1.319 -2.920
H 1.069 1.875 -2.733
H 2.040 -0.958 -3.267
H 1.067 0.093 -4.261
H 1.236 -2.846 -2.749
H -0.398 -3.356 -2.410
H 1.305 -3.731 -0.525
H -0.239 -3.007 -0.071
H 1.289 -1.726 0.982
S -0.320 -1.441 4.580
C -0.363 -0.806 3.061
S -1.550 -1.377 1.885
S 0.778 0.459 2.587
```

natural (NBO) population analysis, charges in e, atoms 1 to 4:
1 Ca 1.6460
2 C -0.6515
3 C 0.0234
4 C -0.2659

# 2
2 unconnected molecules or ions with the total composition C16H26Cl2FO2PS. Source: the Open Molecules 2025 dataset; level of theory: ωB97M-V/def2-TZVPD.

## Properties
lowest unoccupied orbital energy: 0.49 eV
charge: 0
calculated total energy: -2535.38715 Eh
orbital gap: 9.137 eV
structure (SMILES): CCC(=O)OCC[PH](S)(CC)[C@@H](Cl)[C@@H](C)Cl.Fc1ccccc1

```
49
C16H26Cl2FO2PS (ωB97M-V/def2-TZVPD)
C 0.691 0.861 1.348
C 1.430 1.182 -0.069
C 0.455 1.051 -1.317
O -0.301 2.019 -1.554
O 0.377 -0.056 -2.196
C 0.224 -1.316 -1.471
C -0.881 -2.295 -2.154
P -2.190 -2.930 -0.923
S -1.614 -4.996 -1.478
C -1.484 -3.345 0.824
C -2.186 -4.675 1.457
C -2.770 -1.201 -0.400
Cl -2.889 0.028 -1.797
C -4.192 -1.107 0.325
C -5.446 -1.548 -0.593
Cl -4.316 -1.927 1.954
H -0.431 0.936 1.126
H 0.981 -0.214 1.622
H 1.024 1.567 2.174
H 1.734 2.288 0.006
H 2.404 0.598 -0.160
H 1.256 -1.828 -1.525
H 0.029 -1.130 -0.366
H -0.271 -3.221 -2.455
H -1.297 -1.884 -3.128
H -3.496 -3.298 -1.374
H -0.261 -5.170 -1.240
H -0.388 -3.628 0.673
H -1.537 -2.464 1.541
H -1.453 -5.555 1.363
H -3.191 -4.911 0.987
H -2.268 -4.487 2.592
H -2.008 -0.727 0.323
H -4.363 0.015 0.526
H -6.360 -0.882 -0.416
H -5.758 -2.588 -0.201
H -5.187 -1.693 -1.688
F 3.050 3.368 2.189
C 3.853 4.120 1.417
C 4.272 3.629 0.191
C 5.098 4.409 -0.611
C 5.504 5.667 -0.172
C 5.080 6.148 1.063
C 4.245 5.373 1.861
H 3.953 2.645 -0.129
H 5.426 4.038 -1.575
H 6.152 6.274 -0.797
H 5.400 7.126 1.405
H 3.898 5.734 2.821
```

natural (NBO) population analysis, charges in e, atoms 1 to 4:
1 C -0.6170
2 C -0.5313
3 C 0.7901
4 O -0.5497

# 3
A molecular structure, C16H26Cl3FeGeN7O3SeSi. Source: the Open Molecules 2025 dataset; level of theory: ωB97M-V/def2-TZVPD.

## Properties
2S+1: 5
lowest unoccupied orbital energy (alpha / beta): -0.20 / -0.25 eV
charge: 0
calculated total energy: -8646.51715 Eh
relative energy (zero: lowest compared OMol25 entry of this formula, charge and spin): 0.000 eV
orbital gap (alpha / beta): 7.006 / 6.971 eV

```
59
C16H26Cl3FeGeN7O3SeSi (ωB97M-V/def2-TZVPD)
Fe 0.203 0.523 -0.040
C -2.667 4.953 -0.458
C -1.935 3.684 -0.123
N -1.269 3.506 0.949
O -1.188 4.585 1.814
C -1.973 2.555 -1.087
C -3.074 2.411 -2.090
N -1.011 1.714 -1.026
O -0.965 0.584 -1.727
H -3.310 5.275 0.365
H -3.297 4.818 -1.331
H -1.963 5.759 -0.686
H -1.611 5.358 1.409
H -2.974 3.132 -2.904
H -4.050 2.559 -1.624
H -3.036 1.417 -2.530
C 1.137 1.992 3.062
N 0.736 0.835 3.850
C 1.133 0.653 5.161
C 0.501 -0.443 5.624
N -0.271 -0.925 4.588
C -1.140 -2.091 4.656
C -0.125 -0.137 3.502
Se -1.015 -0.522 1.905
H 0.799 2.899 3.556
H 0.654 1.958 2.092
H 2.217 1.999 2.938
H 1.824 1.323 5.639
H 0.535 -0.925 6.583
H -1.082 -2.497 5.662
H -0.818 -2.837 3.932
H -2.165 -1.803 4.432
N 1.827 -1.770 -3.709
C 1.905 -1.059 -2.597
O 1.214 -1.450 -1.533
C 2.676 0.106 -2.465
C 3.455 0.645 -3.521
N 4.104 1.083 -4.363
C 2.498 0.782 -1.255
N 2.230 1.235 -0.218
H 0.988 -2.347 -3.816
H 2.110 -1.344 -4.590
Cl -1.352 -2.093 -3.746
Ge -0.913 0.042 -4.653
Cl -2.966 0.313 -5.575
Cl 0.262 -0.843 -6.515
C 1.903 -2.868 0.791
Si 1.031 -3.037 -0.843
C -0.784 -3.312 -0.674
C 1.917 -4.257 -1.914
H 2.986 -2.913 0.650
H 1.614 -3.665 1.479
H 1.668 -1.919 1.280
H -1.002 -3.969 0.170
H -1.203 -3.745 -1.581
H -1.297 -2.361 -0.514
H 2.113 -5.159 -1.331
H 2.877 -3.863 -2.254
H 1.340 -4.544 -2.794
```

natural (NBO) population analysis, charges in e, atoms 1 to 4:
1 Fe 1.3862
2 C -0.7124
3 C 0.1819
4 N -0.1085

# 4
A molecular structure, C16H26DyIOP2. Source: the Open Molecules 2025 dataset; level of theory: ωB97M-V/def2-TZVPD.

## Properties
2S+1: 6
lowest unoccupied orbital energy (alpha / beta): -8.93 / -8.89 eV
charge: +2
calculated total energy: -2565.18616 Eh
orbital gap (alpha / beta): 5.312 / 5.584 eV

```
47
C16H26DyIOP2 (ωB97M-V/def2-TZVPD)
C 0.433 1.748 -2.842
I 0.251 -2.738 0.275
H 0.530 1.532 -3.922
H 1.311 2.374 -2.621
H -0.385 2.488 -2.801
Dy 0.094 -0.446 -1.659
P 2.782 -0.176 -1.429
C 3.647 0.675 -0.058
C 3.231 -1.934 -1.264
H 4.244 -2.160 -1.597
H 4.650 -0.028 -2.996
H 2.533 -2.532 -1.859
H 3.096 -0.148 -3.830
H 3.234 0.335 0.908
H 3.102 -2.260 -0.230
C 3.611 0.308 -2.977
H 4.732 0.467 -0.064
H 3.576 1.393 -3.113
H 3.492 1.765 -0.129
P -2.421 0.401 -1.405
C -3.291 1.409 -0.202
C -2.960 0.941 -3.059
H -2.374 -2.019 -1.871
H -4.020 -1.357 -1.668
H -2.976 -1.685 -0.244
C -2.998 -1.326 -1.279
H -2.444 0.393 -3.864
H -4.038 0.764 -3.128
H -4.358 1.463 -0.451
H -2.910 2.434 -0.276
H -2.735 2.010 -3.184
H -3.074 1.018 0.798
C 0.305 1.740 0.413
O 0.788 2.820 0.570
C -0.110 0.449 0.530
C -0.817 0.097 1.619
C -0.838 -0.249 2.971
C 0.210 0.155 3.873
C 0.331 -0.489 5.090
C -0.573 -1.469 5.483
C -1.647 -1.796 4.663
C -1.824 -1.171 3.441
H 0.903 0.943 3.533
H 1.161 -0.222 5.729
H -0.446 -1.967 6.429
H -2.355 -2.559 4.948
H -2.654 -1.391 2.750
```

Löwdin population analysis, charges in e, atoms 1 to 4:
1 C -0.2505
2 I 0.3014
3 H 0.0033
4 H -0.0121

# 5
A molecular structure, C16H26EuFGaNO3. Source: the Open Molecules 2025 dataset; level of theory: ωB97M-V/def2-TZVPD.

## Properties
2S+1: 8
lowest unoccupied orbital energy (alpha / beta): -6.67 / -6.49 eV
charge: +1
calculated total energy: -3640.27697 Eh
relative energy (zero: lowest compared OMol25 entry of this formula, charge and spin): 1.487 eV
orbital gap (alpha / beta): 3.351 / 3.532 eV

```
49
C16H26EuFGaNO3 (ωB97M-V/def2-TZVPD)
C 5.156 0.828 0.110
C 4.328 -0.435 -0.239
O 4.347 -1.374 0.528
O 3.674 -0.368 -1.386
C 2.703 -1.454 -1.593
Ga 0.936 -1.206 -0.539
C 0.298 -3.093 -0.059
C -1.215 -3.193 0.282
C -1.665 -2.319 1.473
N -1.982 -0.930 1.105
C -3.251 -0.804 0.375
C -3.148 0.506 -0.435
C -3.118 0.477 -1.830
C -2.979 1.687 -2.506
C -2.865 2.894 -1.799
C -2.910 2.941 -0.415
C -3.051 1.707 0.270
O -3.054 1.755 1.644
C 1.250 -0.108 1.187
C 1.161 1.455 1.019
C 1.390 1.975 -0.396
F -0.061 1.956 1.475
H 4.626 1.752 -0.189
H 6.092 0.749 -0.469
H 5.338 0.889 1.194
H 2.473 -1.443 -2.672
H 3.111 -2.452 -1.368
H -0.116 -0.574 -1.565
H 0.946 -3.591 0.692
H 0.442 -3.689 -0.986
H -1.400 -4.244 0.591
H -1.789 -3.011 -0.641
H -2.511 -2.757 2.048
H -0.801 -2.268 2.170
H -2.007 -0.308 1.906
H -4.142 -0.804 1.038
H -3.347 -1.643 -0.332
H -3.199 -0.493 -2.326
H -2.928 1.661 -3.598
H -2.728 3.802 -2.397
H -2.817 3.890 0.125
H -2.626 2.583 1.891
H 0.528 -0.389 1.990
H 2.272 -0.432 1.573
H 1.957 1.932 1.685
H 0.557 1.677 -1.053
H 1.339 3.084 -0.343
H 2.382 1.739 -0.807
Eu 2.407 1.443 3.570
```

natural (NBO) population analysis, charges in e, atoms 1 to 4:
1 C -0.7158
2 C 0.7862
3 O -0.6357
4 O -0.5032

# 6
8 unconnected molecules or ions with the total composition C16H26F4N2O16. Source: the Open Molecules 2025 dataset; level of theory: ωB97M-V/def2-TZVPD.

## Properties
lowest unoccupied orbital energy: 0.07 eV
charge: 0
calculated total energy: -2338.19791 Eh
relative energy (zero: lowest compared OMol25 entry of this formula, charge and spin): 0.000 eV
orbital gap: 7.981 eV

```
64
C16H26F4N2O16 (ωB97M-V/def2-TZVPD)
N -27.969 8.502 -5.401
H -28.331 7.532 -5.342
H -27.601 8.669 -6.342
H -27.153 8.622 -4.810
H -28.691 9.252 -5.340
N -31.555 7.456 -5.861
H -32.344 7.767 -5.299
H -30.906 8.259 -5.981
H -31.885 7.102 -6.750
H -31.093 6.713 -5.280
C -28.827 5.547 -2.578
C -29.665 5.875 -3.782
O -30.913 5.913 -3.643
O -29.089 6.058 -4.895
H -29.207 6.001 -1.664
H -27.765 5.773 -2.658
H -28.874 4.462 -2.427
C -30.742 12.305 -5.694
C -30.001 10.994 -5.506
O -28.981 11.036 -4.776
O -30.466 9.944 -6.025
H -30.218 12.911 -6.439
H -30.778 12.889 -4.778
H -31.750 12.142 -6.079
C -23.635 4.976 -8.104
C -23.263 6.455 -8.096
O -24.062 6.987 -7.090
C -25.068 6.129 -6.743
O -25.872 6.341 -5.905
O -24.960 4.998 -7.478
F -23.570 7.031 -9.286
H -23.101 4.380 -7.362
H -23.775 4.517 -9.076
H -22.207 6.563 -7.850
C -27.720 5.696 -9.727
C -29.109 5.112 -9.575
O -29.878 6.228 -9.248
C -29.055 7.126 -8.622
O -29.385 8.039 -7.942
O -27.761 6.788 -8.805
F -29.162 4.246 -8.517
H -27.528 6.091 -10.728
H -26.916 5.009 -9.470
H -29.353 4.561 -10.483
C -22.992 8.242 -4.066
C -23.559 9.618 -4.303
O -24.951 9.346 -4.300
C -25.146 8.263 -3.495
O -26.217 7.883 -3.176
O -23.943 7.741 -3.124
F -23.211 10.102 -5.531
H -22.012 8.273 -3.591
H -22.943 7.670 -4.989
H -23.343 10.354 -3.527
C -24.913 13.015 -8.005
C -24.994 12.811 -6.507
O -26.052 11.875 -6.401
C -26.111 11.175 -7.563
O -26.686 10.145 -7.700
O -25.368 11.767 -8.518
F -25.299 13.946 -5.859
H -23.971 13.301 -8.462
H -25.634 13.813 -8.227
H -24.092 12.339 -6.112
```

natural (NBO) population analysis, charges in e, atoms 1 to 4:
1 N -0.9273
2 H 0.4655
3 H 0.4319
4 H 0.4226

# 7
A single C16H26N2O4S molecule. Source: the Open Molecules 2025 dataset; level of theory: ωB97M-V/def2-TZVPD.

## Properties
lowest unoccupied orbital energy: 0.49 eV
charge: 0
calculated total energy: -1434.00550 Eh
relative energy (zero: lowest compared OMol25 entry of this formula, charge and spin): 0.077 eV
orbital gap: 8.548 eV
structure (SMILES): CCCCSCc1[nH]c(=O)[nH]c1C(=O)CCCCC(=O)OCC

```
49
C16H26N2O4S (ωB97M-V/def2-TZVPD)
C -5.486 -1.619 2.164
C -4.407 -1.768 1.098
C -4.411 -0.641 0.065
C -3.952 0.680 0.659
H -4.607 1.003 1.467
H -2.929 0.616 1.032
S -4.023 2.061 -0.525
C -2.627 1.653 -1.657
C -1.352 1.676 -0.922
C -0.529 0.638 -0.552
N 0.520 1.202 0.172
C 0.367 2.555 0.267
O 1.098 3.356 0.799
N -0.804 2.827 -0.430
H -1.213 3.744 -0.509
H 1.224 0.696 0.697
C -0.616 -0.754 -0.954
O -1.586 -1.196 -1.546
C 0.596 -1.611 -0.654
H 0.874 -1.495 0.393
H 0.332 -2.653 -0.844
C 1.759 -1.199 -1.566
C 3.028 -2.029 -1.357
H 2.845 -3.063 -1.657
H 3.807 -1.623 -2.005
C 3.542 -2.035 0.092
C 3.517 -0.644 0.677
O 2.637 -0.242 1.408
O 4.535 0.100 0.285
C 4.573 1.454 0.764
C 5.776 2.142 0.150
H 5.817 3.170 0.499
H 5.698 2.139 -0.934
H 6.691 1.630 0.436
H 4.637 1.434 1.856
H 3.640 1.961 0.491
H 4.563 -2.414 0.108
H 2.912 -2.672 0.714
H 1.992 -0.144 -1.409
H 1.443 -1.311 -2.606
H -2.802 0.674 -2.097
H -2.669 2.431 -2.419
H -5.415 -0.521 -0.346
H -3.738 -0.921 -0.747
H -3.424 -1.813 1.574
H -4.559 -2.712 0.571
H -6.468 -1.540 1.701
H -5.487 -2.484 2.822
H -5.321 -0.734 2.773
```

natural (NBO) population analysis, charges in e, atoms 1 to 4:
1 C -0.6074
2 C -0.3890
3 C -0.4269
4 C -0.5222

# 8
A single C16H26N4O4 molecule. Source: the Open Molecules 2025 dataset; level of theory: ωB97M-V/def2-TZVPD.

## Properties
lowest unoccupied orbital energy: 0.62 eV
charge: 0
calculated total energy: -1145.39839 Eh
relative energy (zero: lowest compared OMol25 entry of this formula, charge and spin): 0.085 eV
orbital gap: 10.442 eV
structure (SMILES): CC(C)CCNC(=O)NC(=O)CN1C(=O)NC2(CCCCC2)C1=O

```
50
C16H26N4O4 (ωB97M-V/def2-TZVPD)
C -3.479 -3.148 -0.189
H -3.898 -3.647 -1.059
H -4.293 -2.657 0.338
H -3.051 -3.903 0.466
C -2.415 -2.141 -0.624
C -3.018 -1.098 -1.564
H -2.320 -0.284 -1.751
H -3.265 -1.559 -2.519
H -3.940 -0.694 -1.152
C -1.690 -1.521 0.580
C -2.526 -0.622 1.499
N -2.742 0.706 0.964
C -1.758 1.633 1.020
O -0.732 1.494 1.645
N -2.095 2.805 0.331
C -1.296 3.789 -0.198
O -1.800 4.704 -0.802
C 0.200 3.736 0.049
N 0.835 2.476 -0.255
C 1.989 2.087 0.371
O 2.644 2.761 1.121
C 2.264 0.652 -0.064
N 1.182 0.435 -0.996
C 0.313 1.465 -1.061
O -0.717 1.512 -1.691
H 1.016 -0.438 -1.466
C 2.159 -0.255 1.172
C 2.483 -1.704 0.829
C 3.874 -1.804 0.210
C 3.966 -0.938 -1.043
C 3.641 0.518 -0.722
H 4.379 0.923 -0.027
H 3.665 1.120 -1.632
H 4.971 -0.996 -1.463
H 3.271 -1.313 -1.799
H 4.098 -2.843 -0.040
H 4.616 -1.466 0.936
H 2.435 -2.307 1.737
H 1.741 -2.099 0.131
H 2.866 0.120 1.914
H 1.155 -0.162 1.591
H 0.648 4.536 -0.551
H 0.394 3.940 1.110
H -3.057 2.894 0.022
H -3.448 0.801 0.252
H -3.498 -1.067 1.712
H -1.985 -0.491 2.440
H -1.282 -2.333 1.187
H -0.851 -0.924 0.220
H -1.650 -2.693 -1.185
```

natural (NBO) population analysis, charges in e, atoms 1 to 4:
1 C -0.6070
2 H 0.2124
3 H 0.1953
4 H 0.2069

# 9
5 unconnected molecules or ions with the total composition C16H26NO19S4. Source: the Open Molecules 2025 dataset; level of theory: ωB97M-V/def2-TZVPD.

## Properties
lowest unoccupied orbital energy: -4.89 eV
charge: +1
calculated total energy: -3701.85431 Eh
orbital gap: 8.432 eV

```
66
C16H26NO19S4 (ωB97M-V/def2-TZVPD)
C -1.529 0.942 -2.332
C -0.084 0.540 -1.683
N -0.427 -0.233 -0.420
C -0.844 0.602 0.699
C -1.276 -0.039 2.080
C -1.227 -1.597 2.164
C -1.659 -2.230 3.567
O -2.510 -1.631 4.278
O -1.048 -3.446 4.013
C -0.779 -2.445 0.932
O -0.762 -3.866 0.956
C -0.376 -1.668 -0.377
H -1.515 0.953 -3.479
H -1.935 1.897 -1.851
H -2.245 0.092 -2.004
H 0.495 1.480 -1.344
H 0.539 -0.085 -2.413
H -0.892 1.743 0.593
H -1.603 0.564 2.985
H -1.793 -4.047 4.281
H 0.100 -4.201 1.301
H -0.056 -2.232 -1.320
C 1.475 -5.431 -2.617
C 2.789 -5.807 -1.949
O 3.708 -4.784 -2.337
S 2.905 -3.386 -2.510
O 3.055 -2.628 -1.302
O 3.198 -2.852 -3.804
O 1.403 -4.005 -2.533
H 1.476 -5.710 -3.674
H 0.616 -5.886 -2.123
H 3.149 -6.787 -2.261
H 2.699 -5.783 -0.859
C 1.954 -0.245 3.548
C 3.272 -0.619 4.209
O 4.183 0.411 3.825
S 3.369 1.807 3.666
O 3.518 2.556 4.876
O 3.653 2.352 2.373
O 1.872 1.176 3.643
H 1.953 -0.516 2.488
H 1.099 -0.709 4.042
H 3.638 -1.594 3.888
H 3.185 -0.604 5.299
C -5.101 3.018 3.784
C -4.924 4.525 3.676
O -3.612 4.706 3.141
S -3.266 3.469 2.153
O -3.532 3.887 0.809
O -2.013 2.888 2.552
O -4.464 2.482 2.622
H -4.591 2.621 4.666
H -6.151 2.727 3.811
H -5.020 5.025 4.639
H -5.639 4.957 2.969
C 1.982 2.024 -6.020
C 1.727 2.715 -4.689
O 0.567 3.518 -4.905
S -0.397 2.779 -5.983
O -1.411 2.063 -5.264
O -0.697 3.705 -7.030
O 0.687 1.705 -6.533
H 2.472 2.699 -6.727
H 2.581 1.120 -5.907
H 2.568 3.331 -4.372
H 1.493 1.987 -3.905
```

natural (NBO) population analysis, charges in e, atoms 1 to 4:
1 C -0.6450
2 C -0.2349
3 N -0.3045
4 C 0.0717